(1)
Formula: C47H56HfN6PS2Si
Source: the OMol25 dataset
Level of theory: ωB97M-V with the def2-TZVPD basis set

Structure (XYZ):
```
114
Properties=species:S:1:pos:R:3:forces:R:3:mulliken_charge:R:1
Hf 0.022129 0.346550 0.068364 -0.2 0.7 0.0 -1.5367
S -1.812942 2.259574 -0.936457 0.4 -0.5 0.4 0.0297
C -1.890310 3.544984 0.242557 1.8 -0.4 0.2 0.2093
C -3.106014 4.217930 0.361386 -1.1 0.6 0.1 -0.2544
N -4.126264 4.751883 0.427335 0.0 0.0 0.0 -0.6950
C -0.789761 3.883648 0.997411 -0.4 -1.2 -1.3 0.8800
S 0.725011 3.063576 0.840699 -0.4 -0.6 -0.3 -0.0914
C -0.814005 4.933212 1.921042 -0.1 1.1 0.9 -0.1703
N -0.765912 5.787361 2.693537 -0.1 0.0 0.0 -0.6461
C -1.683313 -3.555557 2.314201 0.0 0.0 0.1 -1.1095
C -1.146956 -2.314967 2.961659 -0.2 -0.3 0.1 0.3485
C -1.395000 -2.156539 4.316047 0.0 0.2 0.1 -0.8190
C -0.933970 -1.008608 4.949684 0.0 -0.2 -0.1 -1.1823
C -0.164642 -0.130080 4.237667 0.0 0.1 -0.1 -0.6414
C 0.129419 -0.390630 2.878844 -0.3 -0.9 0.5 0.4012
N -0.448177 -1.436231 2.235269 0.5 0.2 0.3 0.9264
N 0.982600 0.345030 2.139669 -0.3 0.2 -1.3 0.3510
Si 2.245559 1.207352 2.977250 1.4 0.7 0.6 0.1455
C 3.713686 1.726327 1.877816 -0.7 -0.2 0.2 -1.0082
C 1.839160 2.785560 3.990510 -0.2 -0.6 -0.3 -1.2372
C 3.053166 -0.029594 4.215532 -0.5 0.4 -0.4 -1.2613
H -1.776061 -4.343250 3.062363 0.0 0.0 0.0 0.6087
H -1.045734 -3.895235 1.503614 0.0 0.0 0.0 -0.2723
H -2.669840 -3.359894 1.896479 0.0 -0.1 0.0 0.2748
H -1.958931 -2.902757 4.855383 0.0 -0.1 0.0 0.4782
H -1.166980 -0.823915 5.989373 0.0 0.0 0.1 0.4173
H 0.218688 0.765128 4.689656 0.0 0.2 0.1 0.4323
H 3.405477 2.327111 1.030445 0.0 0.1 -0.2 0.1888
H 4.282279 0.880351 1.511588 0.1 -0.2 -0.1 0.2503
H 4.388256 2.330707 2.478730 0.0 0.1 0.3 0.5510
H 1.370544 3.531263 3.358053 0.0 0.1 0.0 0.3218
H 2.763242 3.214568 4.367032 0.3 -0.1 0.1 0.3940
H 1.187402 2.623001 4.842740 -0.1 -0.1 0.2 0.4251
H 3.294295 -0.975068 3.738800 0.0 -0.2 -0.2 0.2563
H 2.396566 -0.246692 5.050392 -0.1 -0.1 0.2 0.3764
H 3.974944 0.381329 4.615800 0.2 0.2 0.0 0.4663
C 0.351986 -2.795687 -3.695789 0.0 -0.1 0.1 -1.5847
C 1.415106 -2.997657 -2.621004 0.0 0.7 0.1 0.5642
C 2.708521 -2.323486 -3.068151 0.0 -0.1 0.1 -1.5847
P 0.874171 -2.360933 -0.909012 -0.1 -1.2 -0.1 1.3200
C 2.099056 -3.423257 0.098344 -0.1 0.5 0.2 0.9493
C 2.013645 -4.949173 0.091845 0.0 0.1 -0.2 -1.8863
C 2.107477 -2.971282 1.555193 0.2 0.1 -0.1 -1.2276
C -0.760418 -3.150986 -0.807048 -0.1 0.5 0.2 -0.3259
C -0.910526 -4.513800 -1.068456 -0.3 -0.1 0.0 -0.3078
C -2.120889 -5.174287 -0.991673 0.2 -0.2 0.0 0.7057
C -2.249328 -6.647474 -1.260656 -0.1 0.1 -0.1 -1.8560
C -3.241032 -4.411391 -0.662106 0.2 0.1 -0.1 -0.9150
C -3.136827 -3.061998 -0.453976 -0.2 0.1 0.0 -0.4267
C -1.904960 -2.353962 -0.519793 0.2 -0.7 -0.1 -0.1329
N -1.862583 -1.015253 -0.302347 0.7 0.9 0.1 0.6368
C -3.101849 -0.348977 -0.423814 -0.9 0.1 0.0 -0.3409
C -3.614511 0.423233 0.636266 0.0 -0.4 0.0 0.1098
C -2.849682 0.575623 1.918881 0.0 -0.2 -0.2 -0.6382
C -4.835764 1.064013 0.511574 0.1 -0.1 -0.1 -0.6988
C -5.586854 0.990254 -0.649731 0.0 0.0 -0.1 0.6397
C -6.921315 1.664560 -0.758331 0.0 -0.1 0.0 -1.8507
C -5.068649 0.254013 -1.700946 -0.1 0.1 0.2 -0.9390
C -3.859912 -0.416940 -1.609930 0.3 0.0 0.1 1.9960
C -3.429889 -1.217418 -2.807672 0.0 0.0 0.0 -1.6656
H 0.620680 -3.365609 -4.586527 0.0 0.0 -0.1 0.5789
H 0.286797 -1.744776 -3.964812 0.0 0.0 -0.1 0.2044
H -0.625191 -3.130374 -3.354223 -0.1 0.0 -0.1 0.2211
H 1.595552 -4.074449 -2.518549 -0.1 0.1 0.2 0.4824
H 2.562062 -1.248206 -3.154272 0.1 0.1 0.0 0.1875
H 3.010789 -2.715230 -4.040343 0.0 0.0 -0.1 0.4727
H 3.521751 -2.501008 -2.368305 0.1 0.1 0.0 0.3228
H 3.067150 -3.150494 -0.345857 -0.1 0.1 0.0 0.3886
H 1.082972 -5.292454 0.537680 -0.1 0.0 0.0 0.3759
H 2.832884 -5.339743 0.699305 0.0 0.0 0.0 0.4611
H 2.114145 -5.383873 -0.900765 0.0 -0.1 -0.1 0.3722
H 1.232492 -3.355237 2.070625 -0.1 0.0 0.1 0.2197
H 2.095396 -1.886872 1.644630 0.0 0.0 0.1 -0.3589
H 2.996884 -3.354873 2.057444 0.1 0.0 0.1 0.6567
H -0.044771 -5.080356 -1.368265 0.1 -0.1 0.0 0.2543
H -1.273213 -7.121873 -1.350658 0.0 0.0 0.0 0.4039
H -2.800596 -6.817470 -2.187910 0.0 -0.1 0.0 0.3016
H -2.795807 -7.141782 -0.456011 0.0 -0.1 0.0 0.3683
H -4.205850 -4.896387 -0.577944 -0.1 0.0 0.0 0.3233
H -4.028321 -2.506758 -0.199554 0.0 0.0 0.0 0.3646
H -2.733702 -0.384767 2.420670 0.1 0.0 0.0 0.1683
H -3.373599 1.251900 2.593204 0.1 0.1 0.0 0.6089
H -1.841829 0.989602 1.731207 -0.2 0.1 0.2 -0.3385
H -5.202422 1.648855 1.343332 0.0 0.1 0.1 0.3282
H -7.058552 2.368650 0.057657 -0.1 0.1 0.0 0.3848
H -7.724902 0.926342 -0.719741 -0.1 0.0 0.0 0.3123
H -7.008805 2.203603 -1.699763 0.0 0.1 -0.1 0.3897
H -5.625566 0.190556 -2.627486 -0.1 0.0 -0.1 0.4077
H -3.684666 -0.684014 -3.724136 0.0 0.0 -0.1 0.4991
H -3.956452 -2.174272 -2.821180 0.1 -0.1 -0.1 0.3604
H -2.362992 -1.417310 -2.797554 0.0 -0.1 -0.1 -0.2572
C -1.222407 1.428727 -4.442594 -0.3 0.3 -0.6 -1.9675
C -0.717122 0.668034 -3.344929 0.5 -0.7 0.8 0.7807
N -0.326072 0.035918 -2.469041 -0.3 0.5 -0.1 0.3718
H -2.005894 0.856156 -4.936220 -0.1 0.0 0.0 0.4309
H -0.424939 1.651029 -5.149783 0.0 0.0 0.0 0.4153
H -1.641394 2.355959 -4.056645 0.0 0.1 0.1 0.3252
C 2.751779 3.966588 -3.882269 0.3 0.0 -0.1 -0.8145
C 1.484878 3.832418 -3.298875 -0.2 -0.1 0.0 -1.4327
C 1.229498 2.826960 -2.408669 0.0 0.2 -0.1 -0.5740
C 2.218031 1.892081 -2.026198 0.2 0.0 -0.2 1.2027
C 1.942043 0.841697 -1.085864 0.5 -0.2 0.3 1.0415
C 3.028009 0.055901 -0.745359 -0.3 0.2 0.1 0.6228
C 4.313240 0.219053 -1.289715 0.3 0.1 -0.2 -1.0159
C 4.552599 1.187223 -2.220118 0.1 -0.3 0.1 -1.3041
C 3.509358 2.052078 -2.606868 -0.4 0.0 0.2 0.9989
C 3.740614 3.090568 -3.534913 0.0 0.2 -0.2 -0.8756
H 2.942123 4.766671 -4.586948 0.0 0.0 0.0 0.3769
H 0.705702 4.538941 -3.546053 -0.1 0.1 0.0 0.5299
H 0.255970 2.769570 -1.946712 0.1 0.0 0.0 0.7146
H 2.917978 -0.718843 0.007674 0.0 0.0 0.0 0.1268
H 5.113429 -0.432062 -0.962195 0.1 -0.1 0.0 0.4848
H 5.531401 1.311309 -2.666008 0.1 0.0 0.0 0.3246
H 4.734037 3.188941 -3.954494 0.1 0.0 0.0 0.4234
```
Forces are in eV/Å.

Results
Kohn-Sham gap = 6.6 eV
Energy above the lowest of the compared OMol25 structures with the same formula, charge and spin = 126.0 kJ/mol
Energy = -98738.7841 eV
Molecular weight = 1006.691 g/mol
Charge = -1
E_LUMO = 2.30 eV

(2)
Formula: C47H56N11O2ReSSe
Source: the OMol25 dataset
Level of theory: ωB97M-V with the def2-TZVPD basis set

Structure (XYZ):
```
119
Properties=species:S:1:pos:R:3:forces:R:3:mulliken_spin:R:1
Re -0.380151 -0.470881 -0.130983 -0.2 -0.1 -0.5 1.9732
N -6.469690 4.830175 1.288301 0.0 0.0 0.0 0.0004
C -5.728537 3.848220 0.725526 0.0 0.0 0.0 0.0004
C -4.687638 3.226654 1.442036 0.0 0.0 0.0 0.0009
C -3.929086 2.236776 0.856690 0.0 0.0 0.0 -0.0186
C -4.184774 1.840966 -0.452118 0.0 0.0 0.0 0.0169
C -5.227125 2.429135 -1.168630 0.0 0.0 0.0 0.0003
C -5.981575 3.423361 -0.590954 0.0 0.0 0.0 -0.0001
S -3.232364 0.664610 -1.311816 0.0 0.0 -0.1 -0.0055
O -4.060659 -0.129986 -2.159295 0.0 0.0 0.0 0.0116
O -2.105596 1.327955 -1.932164 0.1 0.0 0.1 0.0111
N -2.473851 -0.310674 -0.131846 0.1 -0.1 0.0 0.2081
C -3.362043 -1.060845 0.672047 0.0 0.0 0.0 -0.0303
N -4.659410 -0.819043 0.531296 0.0 0.0 0.1 0.0236
C -5.496859 -1.502545 1.296699 0.0 0.0 0.0 -0.0073
C -5.056310 -2.436613 2.227067 0.0 0.0 0.0 0.0246
C -3.695700 -2.629412 2.287742 0.0 0.0 0.0 -0.0123
N -2.834887 -1.950886 1.515992 0.0 0.0 0.0 0.0318
H -6.328560 5.110485 2.241174 0.0 0.0 0.0 0.0000
H -7.242795 5.239678 0.795797 0.0 0.0 0.0 0.0000
H -4.494772 3.522661 2.465598 0.0 0.0 0.0 -0.0001
H -3.157243 1.748002 1.441810 0.0 0.0 0.0 0.0032
H -5.447742 2.101835 -2.175906 0.0 0.0 0.0 0.0002
H -6.786669 3.878695 -1.153095 0.0 0.0 0.0 0.0001
H -6.551792 -1.295724 1.158128 0.0 0.0 0.0 0.0001
H -5.740435 -2.991534 2.850970 0.0 0.0 0.0 0.0010
H -3.262149 -3.352110 2.970514 0.0 0.0 0.0 -0.0001
C 6.530132 0.361502 -1.351473 0.0 0.0 0.0 0.0020
C 6.087156 -0.277815 -0.027234 0.0 0.0 0.0 0.0028
C 6.742700 -1.652382 0.109913 0.0 0.0 0.0 0.0006
C 6.522025 0.613913 1.150661 0.0 0.0 0.0 0.0029
C 4.573625 -0.371011 0.013554 0.0 0.0 0.0 0.0052
C 3.887976 -1.522584 0.397969 0.0 0.0 0.0 -0.0174
C 2.512044 -1.541244 0.398988 0.0 -0.1 0.0 0.0165
N 1.764020 -0.482612 0.052532 0.0 0.0 0.0 0.0058
C 2.408459 0.678562 -0.224227 0.0 0.0 0.0 0.0842
C 3.782931 0.744724 -0.278845 0.0 0.0 0.0 0.0048
C 1.526656 1.857482 -0.340624 0.0 0.0 0.0 0.0273
C 2.001992 3.138362 -0.519780 0.0 0.0 0.0 -0.0028
C 1.139134 4.236558 -0.472434 0.0 0.0 0.0 0.0024
C -0.195135 3.952783 -0.184772 0.0 0.0 0.0 -0.0066
C -0.620852 2.653210 -0.046269 0.0 0.0 -0.1 -0.0398
N 0.208280 1.600311 -0.161126 0.0 0.0 0.0 0.0403
C 1.601128 5.661126 -0.710327 0.0 0.0 0.0 0.0016
C 1.180074 6.536091 0.480793 0.0 0.0 0.0 0.0020
C 3.115771 5.753223 -0.888713 0.0 0.0 0.0 0.0012
C 0.907315 6.160015 -1.990963 0.0 0.0 0.0 0.0027
H 7.618541 0.369952 -1.396106 0.0 0.0 0.0 0.0002
H 6.200321 1.396666 -1.447361 0.0 0.0 0.0 0.0000
H 6.165242 -0.202593 -2.211604 0.0 0.0 0.0 -0.0001
H 7.822103 -1.544696 0.014061 0.0 0.0 0.0 0.0000
H 6.412745 -2.341460 -0.670554 0.0 0.0 0.0 0.0000
H 6.554017 -2.103742 1.085494 0.0 0.0 0.0 -0.0001
H 7.607756 0.709693 1.145573 0.0 0.0 0.0 0.0004
H 6.225835 0.181084 2.107432 0.0 0.0 0.0 -0.0001
H 6.098619 1.617060 1.076592 0.0 0.0 0.0 -0.0003
H 4.417567 -2.417004 0.690743 0.0 0.0 0.0 0.0009
H 1.976131 -2.429915 0.693148 0.0 0.0 0.0 0.0273
H 4.258545 1.682635 -0.521158 0.0 0.0 0.0 0.0001
H 3.057015 3.297069 -0.675780 0.0 0.0 0.0 -0.0011
H -0.927314 4.740908 -0.081664 0.0 0.0 0.0 0.0013
H -1.654848 2.440899 0.154021 0.0 0.0 0.0 0.0706
H 1.603728 6.168421 1.416852 0.0 0.0 0.0 -0.0001
H 0.096965 6.594924 0.588056 0.0 0.0 0.0 0.0000
H 1.545258 7.550532 0.323326 0.0 0.0 0.0 0.0001
H 3.653589 5.404627 -0.003967 0.0 0.0 0.0 -0.0001
H 3.393331 6.794292 -1.046875 0.0 0.0 0.0 0.0000
H 3.462650 5.195957 -1.761891 0.0 0.0 0.0 -0.0001
H -0.178900 6.144185 -1.894899 0.0 0.0 0.0 0.0000
H 1.186286 5.556849 -2.856693 0.0 0.0 0.0 0.0000
H 1.210707 7.188677 -2.185151 0.0 0.0 0.0 0.0002
N -0.475936 -0.262019 1.920317 0.1 0.0 0.3 -0.0222
C -0.601368 -0.220496 3.063571 0.0 0.1 0.0 0.1192
C -0.798757 -0.148799 4.464845 0.0 0.0 0.0 -0.0183
C 0.303361 -0.060593 5.322536 0.0 0.0 0.0 0.0154
C 0.079388 0.011464 6.683608 0.0 0.0 0.0 -0.0047
C -1.221857 -0.003570 7.175181 0.0 0.0 0.0 0.0132
C -2.313123 -0.089850 6.316525 0.0 0.0 0.0 -0.0052
C -2.111949 -0.162723 4.952110 0.0 0.0 0.0 0.0144
H 1.308908 -0.049187 4.924335 0.0 0.0 0.0 0.0005
H 0.915406 0.079894 7.365290 0.0 0.0 0.0 0.0001
H -1.388007 0.053314 8.242691 0.0 0.0 0.0 0.0004
H -3.317751 -0.098628 6.715626 0.0 0.0 0.0 0.0001
H -2.947407 -0.228592 4.267051 0.0 0.0 0.0 0.0012
Se 0.788533 0.486901 -3.212578 0.0 0.0 0.1 0.0096
N -0.258111 -0.631155 -2.226587 -0.1 0.0 0.1 0.0201
C -1.055341 -1.301258 -3.076961 0.1 -0.1 0.1 0.0528
C -2.046385 -2.265464 -2.760526 0.0 0.0 0.0 0.0023
C -2.739128 -2.836842 -3.781958 0.0 0.0 0.0 0.0259
C -2.506293 -2.520765 -5.157725 0.0 0.0 0.0 -0.0131
C -1.570779 -1.610031 -5.507113 0.0 0.0 0.0 0.0252
C -0.822373 -0.973326 -4.467614 0.0 0.0 0.0 -0.0121
N 0.108267 -0.073713 -4.709385 0.0 0.0 -0.1 0.0634
H -2.270138 -2.511009 -1.736014 0.0 0.0 0.0 0.0154
H -3.512950 -3.556590 -3.547441 0.0 0.0 0.0 0.0005
H -3.097888 -3.014457 -5.915997 0.0 0.0 0.0 0.0004
H -1.369751 -1.337485 -6.533579 0.0 0.0 0.0 -0.0009
C 1.217486 -4.025923 -3.286319 0.0 0.1 0.0 0.0030
C 1.482081 -3.480604 -1.891652 0.0 0.0 0.1 0.0156
N 0.853213 -4.255897 -0.813968 -0.1 0.1 0.1 0.0535
C 1.297975 -5.669405 -0.737792 0.0 0.0 0.0 -0.0043
C 0.370678 -6.657576 -1.429236 0.0 0.0 0.0 0.0054
C -0.034305 -3.769906 0.039483 -0.2 0.0 -0.2 0.0527
C -0.568350 -4.705469 1.093195 0.0 0.0 0.0 0.0087
N -0.534996 -2.526181 0.059079 0.2 -0.1 0.2 0.0861
H 1.623410 -3.324809 -4.017539 0.0 0.0 0.0 -0.0008
H 0.151668 -4.142371 -3.476577 -0.1 0.0 0.0 0.0009
H 1.711881 -4.981647 -3.452116 0.0 0.0 0.0 -0.0005
H 1.137680 -2.460716 -1.812685 -0.1 0.2 0.0 0.0109
H 2.557830 -3.482309 -1.698623 0.0 0.0 0.0 0.0036
H 1.444485 -5.938058 0.306324 0.0 0.0 0.0 0.0017
H 2.282203 -5.693578 -1.204775 0.0 0.0 0.0 -0.0004
H -0.626982 -6.671455 -0.993228 0.0 0.0 0.0 0.0001
H 0.787382 -7.658997 -1.325296 0.0 0.0 0.0 -0.0003
H 0.272323 -6.444773 -2.491112 0.0 0.0 0.0 -0.0004
H 0.241739 -5.040513 1.742317 0.0 0.0 0.0 0.0025
H -1.025304 -5.590876 0.657154 0.0 0.0 0.0 0.0042
H -1.303229 -4.196360 1.709165 0.0 0.0 0.0 -0.0097
H -1.320389 -2.531736 0.734173 0.0 0.0 0.1 -0.0038
```
Forces are in eV/Å.

Results
⟨S²⟩ = 3.780
Kohn-Sham gap (alpha / beta) = 5.9 / 4.7 eV
Energy above the lowest of the compared OMol25 structures with the same formula, charge and spin = 0.0 kJ/mol
Energy = -148425.4116 eV
Molecular weight = 1104.274 g/mol
Spin multiplicity = 4
Charge = +3
E_LUMO (alpha / beta) = -8.09 / -9.31 eV